(1)
{
  "formula": "H3N2O2P",
  "method": "ωB97M-V with the def2-TZVPD basis set",
  "homo_ev": [-10.461, -8.386],
  "de_lowest_kj_mol": 616.3,
  "homo_lumo_gap_ha": [0.334, 0.272],
  "symbols": ["N", "N", "O", "O", "P", "H", "H", "H"],
  "coordinates": [[-0.175, 0.772, -1.247], [-0.503, -0.797, 0.872], [-1.044, 0.261, 1.260], [-0.243, -1.803, 1.536], [0.079, -0.828, -0.897], [-0.322, 1.328, -0.334], [0.191, 1.342, -1.987], [2.018, -0.274, 0.797]],
  "mulliken_charge": [-0.379, 0.742, -0.578, -0.499, 0.144, 0.318, 0.264, -0.012]
}

(2)
{
  "formula": "C24H42Cl3N4O3SiSr",
  "method": "ωB97M-V with the def2-TZVPD basis set",
  "homo_ev": -3.671,
  "de_lowest_kj_mol": 103.7,
  "total_charge": -1,
  "homo_lumo_gap_ha": 0.227,
  "symbols": ["C", "C", "H", "H", "H", "C", "C", "H", "H", "H", "H", "Sr", "Cl", "Cl", "H", "H", "C", "C", "N", "H", "C", "O", "H", "H", "H", "H", "H", "H", "C", "C", "N", "H", "C", "O", "H", "H", "H", "H", "O", "C", "C", "C", "H", "C", "H", "C", "H", "C", "C", "H", "H", "H", "Si", "Cl", "C", "C", "C", "H", "H", "H", "H", "H", "H", "H", "H", "H", "C", "N", "C", "C", "N", "C", "H", "H", "H", "H", "H", "H"],
  "coordinates": [[2.284, -1.715, -3.201], [2.136, -0.235, -3.116], [2.938, -1.972, -4.037], [1.312, -2.213, -3.340], [2.715, -2.089, -2.267], [2.245, 0.603, -4.156], [2.498, 0.170, -5.561], [2.165, 1.680, -4.019], [2.145, -0.857, -5.756], [3.561, 0.220, -5.817], [1.970, 0.848, -6.239], [-1.012, -0.353, 1.140], [1.701, -1.045, 1.737], [-3.100, -1.798, 2.165], [-2.687, -0.629, 6.533], [-0.703, -2.358, 6.906], [-2.667, -0.932, 5.479], [-0.870, -2.583, 5.845], [-1.336, -1.406, 5.136], [-2.925, -0.097, 4.827], [-0.580, -0.774, 4.232], [-0.941, 0.239, 3.594], [0.071, -2.923, 5.396], [0.407, -1.229, 4.039], [-3.386, -1.745, 5.333], [-1.617, -3.383, 5.781], [-1.363, -0.983, -3.143], [-0.758, 1.489, -4.532], [-2.335, -0.480, -3.070], [-1.822, 1.614, -4.274], [-2.144, 0.959, -3.015], [-2.851, -0.817, -2.169], [-2.169, 1.621, -1.846], [-2.355, 1.090, -0.735], [-2.045, 2.686, -4.203], [-2.025, 2.720, -1.966], [-2.920, -0.712, -3.966], [-2.419, 1.161, -5.075], [0.372, -0.178, -1.749], [1.631, 0.256, -1.765], [0.956, 2.703, -2.107], [1.829, 1.779, -1.535], [0.066, 2.319, -2.629], [1.244, 4.076, -2.058], [2.192, -0.256, -0.959], [2.956, 2.226, -0.845], [0.548, 4.781, -2.521], [2.421, 4.510, -1.425], [3.268, 3.585, -0.815], [3.585, 1.475, -0.371], [2.647, 5.577, -1.400], [4.184, 3.919, -0.331], [-0.878, -4.255, 0.179], [-0.604, -2.337, -0.741], [-2.723, -4.602, 0.276], [-0.101, -4.166, 1.876], [-0.036, -5.587, -0.826], [-3.253, -3.718, 0.661], [-2.925, -5.432, 0.969], [-3.131, -4.878, -0.703], [-0.500, -5.700, -1.815], [-0.117, -6.565, -0.316], [1.031, -5.371, -0.957], [-0.125, -3.154, 2.291], [0.953, -4.462, 1.831], [-0.613, -4.831, 2.582], [0.919, 4.240, 4.213], [0.463, 3.706, 2.935], [-0.120, 4.431, 1.909], [-0.467, 3.524, 0.938], [-0.107, 2.254, 1.356], [0.486, 2.397, 2.538], [1.835, 4.831, 4.078], [0.145, 4.889, 4.648], [1.122, 3.407, 4.891], [-0.243, 5.511, 1.936], [-0.953, 3.712, -0.013], [0.924, 1.611, 3.132]],
  "mulliken_charge": [-1.720, 0.558, 0.487, 0.138, 0.313, 0.250, -1.691, 0.453, 0.388, 0.293, 0.380, 0.661, -0.646, -0.748, 0.344, 0.322, -0.996, -0.961, 0.321, 0.234, -0.020, -0.635, 0.292, 0.531, 0.322, 0.318, 0.123, 0.219, -0.915, -0.900, 0.371, 0.296, 0.053, -0.630, 0.316, 0.345, 0.366, 0.333, 0.145, -0.231, 0.776, -0.039, 0.155, -0.922, 0.122, -0.457, 0.328, -0.516, -0.671, 0.416, 0.341, 0.363, 0.164, -0.102, -0.847, -0.276, -1.024, 0.166, 0.304, 0.281, 0.269, 0.305, 0.277, -0.213, 0.298, 0.298, -0.980, 0.240, -0.852, -0.389, 0.723, -0.655, 0.314, 0.337, 0.307, 0.399, 0.285, 0.397]
}

(3)
{
  "formula": "C4H4Cl4O",
  "method": "ωB97M-V with the def2-TZVPD basis set",
  "homo_ev": -9.294,
  "de_lowest_kj_mol": 293.9,
  "homo_lumo_gap_ha": 0.353,
  "symbols": ["C", "C", "C", "C", "O", "Cl", "Cl", "Cl", "Cl", "H", "H", "H", "H"],
  "coordinates": [[2.220, 0.647, 0.088], [0.982, 0.899, -0.677], [-0.138, 1.479, -0.207], [-2.741, -1.768, 0.964], [-2.091, -2.788, 0.852], [-0.293, 2.131, 1.448], [-1.567, 1.469, -1.056], [-3.688, -1.349, -0.416], [3.405, 1.918, -0.287], [2.174, 0.604, 1.224], [2.865, -0.242, -0.343], [1.036, 0.372, -1.655], [-2.164, -3.373, 0.066]],
  "mulliken_charge": [-0.398, -0.389, 0.428, 0.011, -0.151, -0.170, -0.140, -0.143, -0.179, 0.317, 0.248, 0.281, 0.286]
}

(4)
{
  "formula": "C29H30AuFN8O5S",
  "method": "ωB97M-V with the def2-TZVPD basis set",
  "homo_ev": [-12.320, -12.224],
  "de_lowest_kj_mol": 5.0,
  "spin_multiplicity": 3,
  "total_charge": 2,
  "homo_lumo_gap_ha": [0.280, 0.175],
  "symbols": ["Au", "N", "C", "C", "C", "C", "C", "C", "S", "O", "O", "N", "C", "N", "C", "C", "C", "N", "H", "H", "H", "H", "H", "H", "H", "H", "H", "F", "C", "C", "C", "C", "O", "C", "C", "N", "C", "C", "C", "C", "C", "C", "N", "C", "C", "N", "C", "C", "C", "O", "O", "H", "H", "H", "H", "H", "H", "H", "H", "H", "H", "H", "H", "H", "H", "H", "H", "H", "H", "C", "C", "N", "H", "H", "H"],
  "coordinates": [[3.455, -0.818, -0.759], [-2.474, -1.579, -5.620], [-1.445, -0.957, -4.996], [-0.747, 0.083, -5.640], [0.293, 0.717, -5.010], [0.647, 0.339, -3.712], [-0.029, -0.695, -3.057], [-1.061, -1.339, -3.695], [1.936, 1.170, -2.932], [1.629, 1.441, -1.561], [2.460, 2.206, -3.758], [3.142, -0.079, -2.781], [3.890, -0.384, -3.880], [3.391, -0.069, -5.096], [4.167, -0.319, -6.127], [5.422, -0.915, -5.981], [5.803, -1.274, -4.688], [5.045, -1.028, -3.638], [-2.742, -1.327, -6.553], [-2.933, -2.364, -5.196], [-1.032, 0.371, -6.644], [0.845, 1.507, -5.500], [0.264, -0.988, -2.055], [-1.587, -2.147, -3.202], [3.776, -0.061, -7.105], [6.055, -1.117, -6.832], [6.745, -1.776, -4.502], [-2.864, 1.545, -0.507], [-2.215, 0.961, 0.522], [-0.998, 0.402, 0.276], [-0.288, -0.229, 1.301], [0.999, -0.853, 1.027], [1.351, -0.992, -0.178], [1.732, -1.291, 2.154], [1.120, -1.289, 3.379], [-0.108, -0.811, 3.625], [-0.694, -0.960, 4.945], [-0.864, 0.251, 5.817], [0.167, -0.785, 6.152], [-0.837, -0.240, 2.588], [-2.090, 0.337, 2.817], [-2.811, 0.936, 1.798], [-4.061, 1.530, 2.093], [-5.020, 0.778, 2.892], [-5.681, 1.739, 3.884], [-5.702, 3.112, 3.260], [-5.969, 3.011, 1.787], [-4.737, 2.388, 1.119], [3.139, -1.839, 2.142], [3.565, -2.372, 3.144], [3.863, -1.681, 1.073], [-0.562, 0.469, -0.712], [1.658, -1.719, 4.213], [-1.458, -1.726, 4.979], [-1.754, 0.315, 6.428], [-0.503, 1.195, 5.433], [-0.013, -1.452, 6.981], [1.204, -0.513, 6.013], [-2.481, 0.349, 3.824], [-4.530, -0.017, 3.445], [-5.772, 0.303, 2.252], [-5.126, 1.819, 4.816], [-6.708, 1.453, 4.103], [-4.782, 3.538, 3.387], [-6.387, 3.709, 3.725], [-6.170, 4.004, 1.392], [-6.865, 2.404, 1.674], [-4.052, 3.173, 0.806], [-5.069, 1.857, 0.224], [7.622, -2.155, 0.261], [6.517, -1.409, -0.322], [5.636, -0.818, -0.752], [8.359, -1.464, 0.667], [8.088, -2.784, -0.495], [7.234, -2.777, 1.067]],
  "mulliken_spin": [0.588, 0.022, 0.023, 0.011, -0.004, 0.044, -0.001, -0.006, -0.029, 0.003, 0.013, 0.619, -0.098, 0.165, -0.046, 0.222, -0.052, 0.170, -0.001, -0.001, 0.000, -0.001, -0.005, -0.001, 0.000, 0.007, 0.000, 0.000, 0.000, -0.002, 0.019, 0.019, 0.074, -0.014, 0.000, 0.002, 0.000, 0.000, 0.000, 0.002, 0.000, 0.001, 0.000, 0.000, 0.000, 0.000, 0.000, 0.000, 0.006, 0.014, 0.143, -0.001, 0.002, 0.000, 0.000, 0.000, 0.000, 0.000, 0.000, 0.000, 0.000, 0.000, 0.000, 0.000, 0.000, 0.000, 0.000, 0.000, 0.000, 0.003, 0.024, 0.066, 0.001, -0.001, 0.002]
}

(5)
{
  "formula": "C11H21N5O5",
  "method": "ωB97M-V with the def2-TZVPD basis set",
  "homo_ev": -9.090,
  "de_lowest_kj_mol": 370.6,
  "homo_lumo_gap_ha": 0.348,
  "smiles": "[H]/N=C(\\N)NCCC[C@H](N)C(=O)N[C@@H](CCC(=O)O)C(=O)O",
  "symbols": ["H", "N", "C", "N", "N", "C", "C", "C", "C", "N", "C", "O", "N", "C", "C", "C", "C", "O", "O", "C", "O", "O", "H", "H", "H", "H", "H", "H", "H", "H", "H", "H", "H", "H", "H", "H", "H", "H", "H", "H", "H", "H"],
  "coordinates": [[4.757, 1.764, -0.119], [3.898, 1.126, -0.149], [4.152, -0.027, -0.619], [5.373, -0.661, -0.811], [3.210, -0.987, -1.067], [1.915, -0.566, -1.550], [1.234, 0.231, -0.444], [1.071, -0.687, 0.827], [0.039, -0.223, 2.054], [0.471, -0.645, 3.385], [-1.357, -0.503, 1.748], [-2.226, -0.550, 2.578], [-1.689, -0.632, 0.355], [-3.020, -0.412, -0.119], [-3.253, 0.816, -0.911], [-2.862, 2.160, -0.386], [-1.447, 2.874, -0.402], [-1.014, 3.684, -1.121], [-0.691, 2.407, 0.722], [-3.514, -1.569, -1.021], [-4.548, -1.584, -1.715], [-2.585, -2.527, -1.293], [5.471, -1.690, -0.639], [6.228, -0.215, -0.367], [3.590, -1.698, -1.666], [2.170, 0.006, -2.482], [1.396, -1.583, -1.757], [0.288, 0.642, -0.740], [1.791, 1.087, -0.276], [2.100, -0.711, 1.252], [0.747, -1.666, 0.610], [0.154, 0.849, 1.947], [-0.219, -0.589, 4.172], [0.928, -1.565, 3.424], [-1.025, -0.950, -0.348], [-3.739, -0.291, 0.818], [-4.298, 0.718, -1.122], [-2.602, 0.510, -1.752], [-3.487, 2.838, -0.993], [-3.264, 2.266, 0.611], [-1.296, 1.837, 1.165], [-2.848, -3.286, -1.799]],
  "mulliken_charge": [0.220, -0.574, 0.376, -0.564, -0.233, -0.885, -0.063, -1.421, 0.807, -0.632, -0.042, -0.660, 0.099, -0.031, -0.608, -1.303, 0.475, -0.505, -0.523, 0.225, -0.610, -0.459, 0.234, 0.261, 0.293, 0.333, 0.278, -0.023, 0.757, 0.345, 0.581, 0.060, 0.261, 0.238, 0.316, 0.455, 0.454, 0.386, 0.411, 0.607, 0.313, 0.356]
}

(6)
{
  "formula": "C13H22N4OPPdS",
  "method": "ωB97M-V with the def2-TZVPD basis set",
  "homo_ev": [-10.958, -11.176],
  "de_lowest_kj_mol": 0.0,
  "spin_multiplicity": 3,
  "total_charge": 1,
  "homo_lumo_gap_ha": [0.289, 0.236],
  "symbols": ["Pd", "C", "C", "N", "C", "S", "N", "N", "C", "C", "C", "C", "C", "C", "C", "N", "H", "H", "H", "H", "H", "H", "H", "H", "H", "H", "H", "H", "H", "C", "P", "C", "C", "O", "H", "H", "H", "H", "H", "H", "H", "H", "H"],
  "coordinates": [[0.205, -0.884, 0.298], [2.415, 1.421, -4.930], [0.963, 1.003, -4.752], [0.814, -0.177, -3.905], [0.868, -0.132, -2.569], [0.791, -1.708, -1.748], [1.017, 1.017, -1.967], [0.990, 0.895, -0.615], [1.452, 1.825, 0.136], [2.040, 3.099, -0.371], [1.406, 1.543, 1.592], [1.836, 2.465, 2.534], [1.792, 2.124, 3.878], [1.319, 0.877, 4.246], [0.901, 0.009, 3.251], [0.948, 0.334, 1.964], [2.470, 2.334, -5.522], [2.987, 0.647, -5.443], [2.877, 1.611, -3.962], [0.508, 0.761, -5.712], [0.383, 1.808, -4.303], [0.810, -1.087, -4.333], [2.021, 3.112, -1.456], [3.070, 3.206, -0.026], [1.473, 3.953, 0.006], [2.202, 3.431, 2.222], [2.126, 2.828, 4.628], [1.271, 0.576, 5.283], [0.505, -0.972, 3.476], [-2.383, -3.745, 0.306], [-2.561, -2.338, 1.402], [-3.676, -1.186, 0.596], [-3.357, -2.920, 2.896], [-1.230, -1.691, 1.737], [-3.359, -4.184, 0.094], [-1.747, -4.493, 0.778], [-1.920, -3.426, -0.629], [-4.635, -1.657, 0.378], [-3.225, -0.846, -0.336], [-3.835, -0.327, 1.248], [-4.319, -3.383, 2.678], [-3.506, -2.076, 3.570], [-2.708, -3.649, 3.382]],
  "mulliken_spin": [1.200, 0.002, -0.004, 0.024, -0.026, 0.477, 0.040, 0.127, -0.009, 0.008, 0.011, 0.001, -0.001, 0.006, 0.000, 0.093, 0.000, 0.000, -0.001, 0.000, 0.002, 0.002, -0.001, 0.001, 0.000, 0.001, 0.000, 0.000, 0.002, -0.004, 0.009, -0.003, 0.004, 0.038, 0.000, 0.001, 0.003, 0.000, 0.000, 0.000, 0.000, 0.000, 0.000]
}

- Number 4 is which compound?
  C29H30AuFN8O5S